No. 1
Below is a molecular structure, C12H26N4O7Ru in a non-equilibrium geometry, with properties calculated with the ωB97M-V functional and the def2-TZVPD basis.

Atoms and positions in Å:
O (2.068, -0.710, -4.243)
H (1.093, -0.527, -4.134)
Ru (-0.468, 0.135, -1.485)
N (-0.275, 1.682, -0.310)
N (1.755, 0.683, -1.580)
N (-1.443, -0.890, -0.128)
N (0.327, -1.742, -1.546)
O (-1.074, 1.913, 0.701)
O (-2.084, -0.362, 0.944)
O (1.627, -2.113, -1.677)
O (2.825, 0.100, -1.890)
C (1.940, 1.952, -1.075)
C (0.854, 2.475, -0.346)
C (-1.437, -2.225, -0.167)
C (-0.441, -2.737, -1.029)
C (0.935, 3.693, 0.558)
H (1.171, 3.450, 1.622)
H (-0.025, 4.237, 0.523)
H (1.730, 4.363, 0.190)
C (3.276, 2.603, -1.297)
H (3.511, 2.540, -2.374)
H (4.037, 2.060, -0.713)
H (3.252, 3.669, -1.005)
C (-2.208, -2.979, 0.841)
C (-0.054, -4.172, -1.128)
H (-3.130, -2.453, 1.103)
H (-1.625, -3.138, 1.761)
H (-2.471, -3.966, 0.458)
H (0.565, -4.354, -2.017)
H (-0.951, -4.806, -1.203)
H (0.495, -4.485, -0.223)
H (-1.828, 0.659, 0.868)
H (2.093, -1.377, -2.237)
C (-2.159, 0.756, -2.006)
H (-2.417, 1.848, -2.076)
H (-3.117, 0.234, -1.770)
H (-2.004, 0.488, -3.087)
O (-3.515, 3.554, 0.791)
H (-4.188, 3.021, 0.358)
H (-2.688, 3.015, 0.690)
C (0.448, -1.873, 3.060)
C (0.784, -0.608, 2.332)
C (0.678, 0.660, 3.119)
O (1.111, -0.620, 1.141)
H (0.843, -1.871, 4.074)
H (0.864, -2.727, 2.524)
H (-0.632, -2.001, 3.149)
H (1.083, 1.484, 2.528)
H (-0.366, 0.885, 3.354)
H (1.236, 0.575, 4.055)

Calculated values
Charge   +1
Relative energy (zero: lowest compared OMol25 entry of this formula, charge and spin)   82.4 kcal per mole
2S+1   6
HOMO energy (spin up / spin down)   -10.73 / -12.39 eV
Expectation value of S²   8.85

***

No. 2
Below is a molecular structure, C12H26N4PtS, with properties calculated with the ωB97M-V functional and the def2-TZVPD basis.

Atoms and positions in Å:
Pt (-0.082, -0.113, -0.382)
C (1.574, 1.418, -2.296)
C (0.209, 1.794, -2.835)
N (-0.879, 1.352, -1.897)
C (-2.078, 0.718, -2.522)
C (-1.764, -0.622, -3.162)
S (-0.991, -1.754, -1.950)
C (0.634, -2.211, -2.631)
C (1.482, -1.014, -3.009)
N (1.599, -0.017, -1.890)
H (2.340, 1.621, -3.052)
H (1.836, 2.022, -1.424)
H (0.171, 2.878, -2.960)
H (0.021, 1.367, -3.818)
H (-1.190, 2.151, -1.342)
H (-2.843, 0.607, -1.751)
H (-2.508, 1.382, -3.278)
H (-2.697, -1.100, -3.472)
H (-1.126, -0.568, -4.044)
H (1.093, -2.819, -1.847)
H (0.475, -2.873, -3.488)
H (2.478, -1.379, -3.271)
H (1.102, -0.508, -3.894)
H (2.448, -0.208, -1.356)
C (0.821, -1.206, 2.279)
C (0.826, -1.196, 3.862)
N (-0.058, -0.105, 4.220)
C (0.440, 1.208, 3.861)
C (0.438, 1.214, 2.279)
N (-0.072, -0.106, 1.780)
C (-1.467, -0.328, 2.291)
C (-1.448, -0.329, 3.874)
H (0.452, -2.168, 1.927)
H (1.835, -1.051, 1.915)
H (1.828, -1.029, 4.252)
H (0.458, -2.140, 4.261)
H (1.444, 1.364, 4.254)
H (-0.205, 1.990, 4.258)
H (1.452, 1.378, 1.918)
H (-0.207, 2.016, 1.924)
H (-1.841, -1.286, 1.934)
H (-2.120, 0.468, 1.937)
H (-1.799, -1.280, 4.271)
H (-2.082, 0.460, 4.275)

Calculated values
Charge   +4
2S+1   5
HOMO energy (spin up / spin down)   -23.65 / -24.55 eV
Expectation value of S²   6.02

***

No. 3
Below is a molecular structure, C12H27AsI2O4ReS4Si, with properties calculated with the ωB97M-V functional and the def2-TZVPD basis.

Atoms and positions in Å:
Re (0.305, -2.973, -0.693)
S (0.632, -7.525, 1.808)
As (0.326, -5.460, 1.388)
S (-1.159, -4.529, -0.064)
S (1.831, -3.963, 0.546)
S (0.054, -6.120, 3.397)
I (-0.177, -3.941, -3.207)
I (1.421, -2.863, -5.045)
C (-1.637, 1.311, 3.308)
C (-0.233, 1.556, 2.800)
C (-0.103, 2.869, 2.052)
C (0.812, 1.412, 3.883)
O (0.071, 0.446, 1.815)
Si (-0.261, 0.418, 0.279)
O (-0.184, -1.574, 0.125)
O (0.882, 0.590, -0.828)
C (2.258, 0.168, -0.966)
C (2.984, 1.297, -1.692)
C (2.904, -0.137, 0.374)
C (2.242, -1.032, -1.907)
O (-1.722, 0.703, -0.221)
C (-2.364, 0.862, -1.549)
C (-1.837, 2.138, -2.178)
C (-3.849, 0.940, -1.265)
C (-2.023, -0.369, -2.380)
H (-1.892, 2.068, 4.049)
H (-1.708, 0.334, 3.783)
H (-2.364, 1.374, 2.496)
H (-0.307, 3.706, 2.720)
H (-0.834, 2.934, 1.238)
H (0.908, 3.002, 1.659)
H (0.645, 2.167, 4.650)
H (1.817, 1.553, 3.484)
H (0.748, 0.431, 4.353)
H (2.949, 2.195, -1.075)
H (2.510, 1.517, -2.648)
H (4.029, 1.037, -1.860)
H (2.906, 0.750, 1.004)
H (3.939, -0.444, 0.220)
H (2.379, -0.928, 0.917)
H (1.567, -0.874, -2.743)
H (1.963, -2.014, -1.367)
H (3.237, -1.299, -2.267)
H (-2.048, 2.990, -1.533)
H (-2.331, 2.314, -3.134)
H (-0.762, 2.080, -2.353)
H (-4.069, 1.795, -0.627)
H (-4.201, 0.036, -0.767)
H (-4.398, 1.062, -2.198)
H (-0.943, -0.422, -2.573)
H (-2.533, -0.317, -3.342)
H (-2.377, -1.271, -1.870)

Calculated values
Charge   +3
Relative energy (zero: lowest compared OMol25 entry of this formula, charge and spin)   4.3 kcal per mole
HOMO energy   -18.54 eV

***

No. 4
Below is 2 unconnected molecules or ions with the total composition C12H27BNO5PS in a non-equilibrium geometry, with properties calculated with the ωB97M-V functional and the def2-TZVPD basis.

Atoms and positions in Å:
C (-3.411, 3.404, 0.284)
C (-2.106, 2.902, -0.453)
S (-1.591, 1.246, 0.180)
C (-0.688, 0.521, -1.253)
C (-0.007, -0.834, -0.840)
C (1.544, -0.759, -0.498)
C (2.010, 0.255, 0.593)
B (2.358, -0.469, 2.003)
O (2.681, -1.859, 2.116)
O (2.366, 0.341, 3.154)
C (2.090, -0.612, -1.980)
C (3.620, -0.390, -2.191)
C (1.446, -1.954, -2.565)
N (0.042, -1.824, -1.984)
P (-1.010, -3.281, -1.848)
C (-0.123, -4.629, -0.920)
O (-1.152, -3.912, -3.428)
H (-4.099, 3.857, -0.473)
H (-3.967, 2.579, 0.774)
H (-3.169, 4.230, 0.989)
H (-1.304, 3.668, -0.409)
H (-2.391, 2.746, -1.526)
H (0.136, 1.221, -1.528)
H (-1.417, 0.401, -2.090)
H (-0.478, -1.169, 0.111)
H (1.828, -1.818, -0.271)
H (2.996, 0.665, 0.239)
H (1.343, 1.132, 0.728)
H (1.831, -2.318, 2.107)
H (1.897, -0.138, 3.850)
H (1.588, 0.145, -2.640)
H (4.162, -1.121, -1.550)
H (3.855, 0.636, -1.813)
H (3.929, -0.405, -3.255)
H (1.998, -2.855, -2.216)
H (1.372, -1.912, -3.669)
H (-0.420, -1.302, -2.743)
H (0.805, -4.993, -1.423)
H (0.056, -4.371, 0.150)
H (-0.822, -5.503, -0.913)
H (-1.470, -3.169, -3.959)
C (-1.793, 2.742, 4.535)
C (-3.066, 3.579, 4.343)
O (-3.080, 4.689, 4.919)
O (-3.948, 3.045, 3.625)
H (-1.068, 3.260, 5.166)
H (-2.044, 1.788, 5.005)
H (-1.329, 2.544, 3.564)

Calculated values
Charge   0
HOMO energy   -5.63 eV

***

no.,E (Ha)
1,-1312.7437
2,-1207.5651
3,-5565.2122
4,-1668.7282